{
  "formula": "C3H10N2O3S2",
  "method": "the ωB97M-V functional and the def2-TZVPD basis",
  "symbols": ["C", "C", "C", "N", "N", "O", "O", "O", "S", "S", "H", "H", "H", "H", "H", "H", "H", "H", "H", "H"],
  "coordinates": [[1.84472, -1.77688, 0.32196], [-2.91011, -0.18018, -0.46114], [1.96522, 1.72565, 0.34449], [-1.45360, 1.70193, 1.10465], [1.83943, -0.83120, -0.80273], [-1.13886, -0.83006, 1.37762], [1.08133, 1.26510, -2.01916], [-0.48312, 0.23072, -0.65634], [-1.46679, 0.29276, 0.55502], [1.18826, 0.67990, -0.66925], [0.80927, -1.71973, 0.91346], [1.81538, -2.80336, -0.22921], [2.89786, -1.73618, 0.80811], [-3.81927, -0.39895, 0.00687], [-2.91729, 0.68600, -1.02121], [-2.58341, -0.93972, -1.11397], [1.51812, 2.60092, -0.00340], [1.83937, 1.37475, 1.24820], [-1.60023, 1.70803, 2.09060], [1.57372, -1.04951, -1.79457]],
  "energy_ev": -34060.12172,
  "relative_energy_kcal_mol": 80.72,
  "smiles": "C=[S@@](=O)(NC)O[S@](C)(=N)=O",
  "homo_energy_ev": -9.2227,
  "largest_force_ev_per_a": 5.43
}

---

{
  "formula": "C36H50N6O26",
  "method": "the ωB97M-V functional and the def2-TZVPD basis",
  "symbols": ["C", "N", "O", "O", "H", "H", "H", "C", "N", "O", "O", "H", "H", "H", "C", "N", "O", "O", "H", "H", "H", "C", "N", "O", "O", "H", "H", "H", "C", "C", "C", "O", "C", "N", "H", "H", "H", "H", "H", "H", "H", "H", "H", "H", "H", "C", "C", "C", "O", "C", "N", "H", "H", "H", "H", "H", "H", "H", "H", "H", "H", "H", "C", "C", "C", "O", "C", "C", "C", "O", "O", "O", "H", "H", "H", "H", "C", "C", "C", "O", "C", "C", "C", "O", "O", "O", "H", "H", "H", "H", "C", "C", "C", "O", "C", "C", "C", "O", "O", "O", "H", "H", "H", "H", "C", "C", "C", "O", "C", "C", "C", "O", "O", "O", "H", "H", "H", "H"],
  "coordinates": [[-0.67522, 0.42446, -7.66730], [-1.16442, 1.47486, -6.76348], [-2.05914, 2.23886, -7.15936], [-0.67472, 1.48053, -5.63775], [0.32365, 0.20032, -7.32864], [-0.61397, 0.86111, -8.65892], [-1.40550, -0.36907, -7.63330], [-3.30632, -0.65655, 1.03439], [-2.12227, -1.57973, 1.16461], [-1.61250, -1.90898, 0.11294], [-1.64246, -1.80996, 2.31019], [-2.98645, 0.36544, 1.11176], [-3.98226, -0.88232, 1.86887], [-3.88564, -0.93063, 0.16388], [-3.37087, 3.37532, -2.20477], [-4.27299, 2.16574, -2.17993], [-4.76379, 1.90278, -1.12279], [-4.55985, 1.62778, -3.15652], [-4.10938, 4.15343, -2.40265], [-2.70226, 3.35187, -3.04472], [-2.94488, 3.35175, -1.22738], [-0.12403, 5.40998, 1.13022], [-1.00540, 5.12126, -0.01928], [-1.86583, 5.87316, -0.27068], [-0.81187, 4.08112, -0.60622], [-0.56128, 6.18874, 1.74981], [0.87410, 5.61399, 0.77992], [-0.12477, 4.52238, 1.76605], [-3.74558, -2.41242, -3.89193], [-2.70755, -1.43719, -4.32611], [-1.78158, -2.07783, -5.26472], [-0.99711, -3.13941, -4.75817], [-0.13056, -2.81956, -3.76340], [-3.35681, -0.36884, -5.05847], [-4.34638, -1.99613, -3.08364], [-3.26098, -3.33937, -3.55645], [-4.40494, -2.67319, -4.71651], [-2.14399, -1.04128, -3.47073], [-1.11636, -1.34531, -5.76057], [-2.41616, -2.56103, -6.01514], [-0.53673, -2.22330, -2.93947], [0.68044, -2.29083, -4.28182], [0.27920, -3.69942, -3.26685], [-2.79102, 0.20702, -5.66010], [-3.85233, 0.28476, -4.45687], [4.34565, 0.83479, 6.71745], [3.05564, 1.61688, 6.56793], [2.15994, 1.02115, 5.49196], [2.78107, 0.81894, 4.19664], [3.15943, 2.00580, 3.49180], [2.34001, 1.66966, 7.83143], [5.07558, 1.43891, 7.25614], [4.75402, 0.61214, 5.73367], [4.19885, -0.10339, 7.25411], [3.33605, 2.64633, 6.33086], [1.18634, 1.53537, 5.36046], [1.82331, 0.00922, 5.77258], [2.38997, 2.32338, 2.76528], [4.07421, 1.78573, 2.94617], [3.27494, 2.84155, 4.18611], [2.33763, 0.72925, 8.24674], [1.34063, 1.82509, 7.64200], [0.82910, -3.68519, 3.18950], [1.63798, -2.83530, 3.80157], [2.56798, -3.25792, 4.90356], [3.34511, -2.45279, 5.38590], [2.48719, -4.65908, 5.32769], [1.60487, -5.48062, 4.78354], [0.75204, -5.08981, 3.60195], [0.02822, -5.90789, 3.08777], [1.49098, -6.78772, 5.15697], [1.64568, -1.58235, 3.50948], [0.22445, -3.30142, 2.36859], [3.10886, -5.01728, 6.13685], [0.76470, -7.19324, 4.60419], [2.37636, -1.10205, 4.00913], [1.58415, -5.12846, -6.52010], [2.39045, -4.74445, -5.53523], [2.90553, -3.33685, -5.41014], [3.52833, -2.99059, -4.48478], [2.53325, -2.43309, -6.47724], [1.71368, -2.80090, -7.43958], [1.21843, -4.21252, -7.56157], [0.55605, -4.49173, -8.51117], [1.13254, -1.91989, -8.29473], [2.87259, -5.65124, -4.63133], [1.28334, -6.16584, -6.54682], [2.93667, -1.42735, -6.45155], [0.57387, -2.45747, -8.92747], [3.40218, -5.20161, -3.93684], [2.00258, -0.16487, -1.18244], [1.72595, -0.01354, 0.08606], [0.41694, 0.48237, 0.52419], [0.07568, 0.45532, 1.64860], [-0.42310, 1.07171, -0.49714], [-0.05009, 1.15175, -1.76246], [1.13899, 0.39499, -2.22255], [1.43707, 0.40052, -3.37578], [-0.86974, 1.59789, -2.69512], [2.54735, -0.39429, 1.02486], [2.95538, -0.55855, -1.50060], [-1.34441, 1.57298, -0.23038], [-0.42033, 1.53876, -3.59033], [2.17626, -0.15605, 1.90922], [-0.15160, 4.37101, 4.89033], [-0.69112, 3.16194, 4.69482], [-2.08474, 2.79646, 5.10514], [-2.42209, 1.74019, 5.00114], [-2.91436, 3.84229, 5.64784], [-2.40614, 5.07777, 5.79577], [-1.00267, 5.43218, 5.39227], [-0.63256, 6.52896, 5.51791], [-3.11974, 6.10455, 6.18608], [-0.04809, 2.20085, 4.03568], [0.81189, 4.50216, 4.40824], [-3.96081, 3.67024, 5.87811], [-2.50853, 6.82104, 6.46206], [-0.58715, 1.36091, 4.08099]],
  "energy_ev": -100301.75815,
  "smiles": "O=C1C=C(O)C(=O)C=C1O.O=C1C=C(O)C(=O)C=C1O.O=C1C=C(O)C(=O)C=C1O.O=C1C=C(O)C(=O)C=C1O.C[N+](=O)[O-].C[N+](=O)[O-].C[N+](=O)[O-].C[N+](=O)[O-].COC[C@H](C)N.COC[C@H](C)N",
  "homo_energy_ev": -8.9113,
  "largest_force_ev_per_a": 11.54
}

---

{
  "formula": "C8H12O2",
  "method": "the ωB97M-V functional and the def2-TZVPD basis",
  "symbols": ["C", "C", "C", "C", "C", "C", "C", "C", "O", "O", "H", "H", "H", "H", "H", "H", "H", "H", "H", "H", "H", "H"],
  "coordinates": [[0.76791, 1.69895, -0.25984], [-0.79140, 1.90232, -0.15401], [1.17666, 0.42515, -0.24768], [-1.59318, 0.85987, -0.25368], [0.18683, -0.71550, -0.04774], [2.65208, -0.00605, -0.59545], [0.02916, -1.39245, 1.21418], [-2.97858, 0.27744, -0.15099], [-0.01800, -1.61173, -1.01811], [-3.09447, -0.90813, -0.89135], [1.44038, 2.53077, -0.38312], [-1.01105, 3.00976, -0.30832], [3.12629, 0.62053, -1.31122], [2.64764, -1.02866, -0.79382], [3.17391, -0.05920, 0.42286], [-0.40255, -0.74138, 1.98197], [0.96508, -1.70684, 1.66775], [-0.47172, -2.33123, 1.18103], [-3.77228, 0.98913, -0.41748], [-2.95099, 0.13146, 1.00675], [0.40634, -1.40487, -1.86616], [-2.69137, -1.65868, -0.43486]],
  "energy_ev": -12580.50507,
  "relative_energy_kcal_mol": 113.75,
  "homo_energy_ev": [-7.3035, -7.3020],
  "largest_force_ev_per_a": 4.48
}

---

{
  "formula": "C2H3N3O",
  "method": "the ωB97M-V functional and the def2-TZVPD basis",
  "symbols": ["O", "C", "N", "N", "N", "C", "H", "H", "H"],
  "coordinates": [[0.81413, 1.00526, 1.17421], [0.28023, 0.26955, 0.19660], [-1.04244, 0.44916, -0.08298], [-1.75847, -0.50379, -0.44822], [0.83148, -1.67792, -0.20396], [1.22736, -0.56805, -0.56571], [0.15908, 1.27106, 1.83615], [-2.61467, -0.06697, -0.82094], [2.10329, -0.17829, -1.08516]],
  "energy_ev": -8635.71440,
  "relative_energy_kcal_mol": 110.23,
  "homo_energy_ev": [-9.1232, -8.2273],
  "largest_force_ev_per_a": 0.67
}